{
  "formula": "C41H55AsInN10O3S2Si",
  "method": "the ωB97M-V functional and the def2-TZVPD basis",
  "symbols": ["In", "S", "C", "C", "C", "C", "C", "C", "As", "C", "C", "C", "C", "C", "C", "C", "C", "C", "C", "C", "C", "H", "H", "H", "H", "H", "H", "H", "H", "H", "H", "H", "H", "H", "H", "N", "C", "N", "N", "N", "N", "C", "N", "N", "N", "N", "H", "C", "C", "C", "C", "O", "Si", "S", "O", "C", "C", "C", "C", "O", "C", "C", "C", "C", "H", "H", "H", "H", "H", "H", "H", "H", "H", "H", "H", "H", "H", "H", "H", "H", "H", "H", "H", "H", "H", "H", "H", "H", "H", "H", "H", "C", "N", "C", "C", "C", "C", "C", "C", "C", "C", "H", "H", "H", "H", "H", "H", "H", "H", "H", "H", "H", "H", "H"],
  "positions_angstrom": [[1.56483, -0.85046, 0.27162], [-0.58924, 1.85290, -1.28118], [-1.19606, 2.39459, -2.90516], [-1.85475, 3.60399, -3.08974], [-2.22307, 3.98691, -4.36724], [-1.93629, 3.15906, -5.44144], [-1.29759, 1.94830, -5.23788], [-0.89946, 1.53783, -3.96605], [0.09154, -0.17833, -3.53078], [-0.50941, -1.01427, -5.19048], [-1.87873, -1.23071, -5.32212], [-2.39990, -1.85964, -6.43949], [-1.54956, -2.28485, -7.45052], [-0.18541, -2.06519, -7.33622], [0.32910, -1.44048, -6.20931], [1.82074, 0.53767, -4.14450], [1.99149, 1.87058, -4.51648], [3.21126, 2.34395, -4.97709], [4.29677, 1.48952, -5.06608], [4.15712, 0.17209, -4.65713], [2.93723, -0.29900, -4.19692], [-2.06829, 4.24932, -2.25195], [-2.70794, 4.94129, -4.52316], [-2.19927, 3.47092, -6.44444], [-1.06921, 1.32116, -6.09108], [-2.53508, -0.89742, -4.52333], [-3.46848, -2.02166, -6.51942], [-1.95438, -2.78528, -8.32148], [0.48067, -2.38351, -8.12897], [1.39743, -1.28541, -6.11604], [1.16087, 2.56339, -4.46496], [3.31333, 3.38211, -5.27016], [5.24295, 1.85048, -5.44747], [5.01053, -0.49286, -4.69142], [2.85401, -1.32702, -3.87188], [-1.04861, -3.87828, -1.72858], [-1.52908, -3.02015, -0.74160], [-2.71893, -3.17431, -0.16180], [-2.80328, -2.16494, 0.70639], [-1.72885, -1.44824, 0.65860], [-0.88534, -1.94648, -0.25881], [0.29414, -4.28265, -1.61179], [0.66222, -5.45670, -1.10466], [1.99344, -5.46037, -1.21225], [2.40010, -4.36041, -1.74216], [1.34907, -3.57630, -2.01867], [-1.65071, -4.69236, -1.78507], [-2.82213, 1.83370, 0.31362], [-1.51568, 2.59198, 0.26126], [-1.73143, 4.09701, 0.23574], [0.86520, 2.93550, -1.25999], [-0.55757, 2.26460, 1.18918], [-0.60098, 1.62376, 2.76066], [0.49349, -0.10386, 2.99274], [-0.03577, 2.90949, 3.63363], [1.28456, 3.38206, 3.81333], [1.16154, 4.86151, 4.19764], [2.10498, 3.24900, 2.52970], [1.95555, 2.58346, 4.93197], [-2.19548, 1.64703, 3.09730], [-2.92670, 1.25504, 4.23838], [-4.25920, 0.68285, 3.74435], [-3.15450, 2.49048, 5.11581], [-2.19618, 0.18751, 5.04975], [-3.40311, 2.01820, -0.58943], [-3.37814, 2.15989, 1.18859], [-2.62257, 0.76770, 0.42251], [-2.57006, 4.37088, -0.39929], [-0.83595, 4.64149, -0.05763], [-1.97321, 4.38306, 1.26019], [0.62261, 3.91265, -1.67490], [1.63503, 2.44828, -1.85731], [1.18488, 2.99902, -0.22264], [0.66681, 5.40380, 3.39274], [2.14318, 5.29930, 4.37309], [0.56065, 4.96239, 5.10008], [1.61145, 3.79595, 1.72808], [2.17294, 2.19852, 2.24868], [3.10805, 3.64566, 2.67459], [1.37918, 2.67123, 5.85158], [2.96759, 2.94365, 5.10841], [1.98694, 1.53596, 4.63997], [-4.83284, 1.44426, 3.21728], [-4.84804, 0.31929, 4.58542], [-4.06144, -0.13666, 3.05553], [-3.72974, 3.23974, 4.57379], [-2.18677, 2.91456, 5.37530], [-3.69136, 2.21823, 6.02371], [-1.99208, -0.66954, 4.41378], [-2.80215, -0.11817, 5.90178], [-1.24177, 0.57543, 5.39905], [0.11229, -3.33045, 4.02899], [0.02077, -4.31871, 2.93998], [-1.37751, -4.58012, 2.56352], [0.81371, -3.86821, 1.75832], [2.28594, -3.69952, 2.02774], [3.00947, -4.67634, 2.70447], [4.37957, -4.54165, 2.84659], [5.01960, -3.45469, 2.27350], [4.28039, -2.49065, 1.60641], [2.89012, -2.55642, 1.48198], [-0.52550, -3.62645, 4.85995], [-0.17601, -2.34452, 3.65500], [1.14606, -3.24773, 4.35599], [0.44940, -5.19287, 3.25462], [-1.85753, -3.64632, 2.26759], [-1.92405, -5.00890, 3.40267], [-1.41771, -5.26856, 1.72058], [0.41825, -2.90790, 1.43434], [0.66742, -4.60036, 0.95864], [2.52344, -5.56203, 3.11417], [4.94509, -5.29054, 3.38685], [6.09977, -3.37252, 2.34079], [4.80536, -1.64913, 1.15964]],
  "lowdin_charge": [0.5144, 1.0590, -0.4223, -0.0786, -0.0747, -0.0688, -0.0913, -0.3778, 1.3457, -0.4117, -0.1334, -0.0899, -0.1001, -0.0881, -0.0937, -0.3813, -0.1235, -0.0921, -0.0976, -0.0809, -0.1122, 0.0826, 0.1045, 0.1061, 0.1105, 0.1056, 0.1004, 0.0962, 0.0996, 0.0916, 0.0857, 0.0983, 0.0970, 0.1049, 0.1050, 0.1027, -0.5025, 0.0040, -0.1282, -0.1123, -0.0487, -0.5521, -0.0261, -0.1388, -0.1263, 0.0017, 0.1100, -0.0490, -0.6699, -0.0230, -0.2185, -0.2151, -0.1255, 0.3063, -0.1507, -0.6619, -0.0334, -0.0416, -0.0417, -0.1506, -0.6484, -0.0255, -0.0254, -0.0634, 0.0919, 0.0853, 0.0647, 0.0731, 0.0820, 0.1070, 0.0638, 0.0454, 0.0354, 0.0776, 0.0798, 0.0797, 0.0681, 0.0551, 0.0893, 0.0833, 0.0813, 0.0344, 0.0774, 0.0814, 0.0841, 0.0817, 0.0771, 0.0815, 0.0579, 0.0852, 0.0695, -0.0256, -0.1762, -0.0040, -0.1298, -0.2805, -0.0732, -0.1123, -0.1141, -0.1460, -0.2175, 0.1004, -0.0032, 0.1035, 0.1640, 0.0724, 0.0981, 0.1052, 0.0483, 0.1035, 0.0997, 0.0896, 0.0902, 0.0793],
  "homo_lumo_gap_ev": 5.427,
  "largest_force_ev_per_a": 0.983,
  "total_charge": -1,
  "e_lumo_ev": 1.849,
  "multiplicity": 1,
  "e_above_lowest_ev": 4.210
}

---

{
  "formula": "C7H14N2",
  "method": "the ωB97M-V functional and the def2-TZVPD basis",
  "symbols": ["C", "C", "C", "N", "C", "N", "H", "H", "H", "H", "H", "H", "C", "C", "C", "H", "H", "H", "H", "H", "H", "H", "H"],
  "positions_angstrom": [[1.19425, 2.51048, 1.52419], [0.01870, 1.66806, 1.13668], [-1.28956, 2.01954, 1.23793], [-2.01000, 0.84995, 1.01094], [-1.09215, -0.17023, 1.01523], [0.10929, 0.32086, 0.92110], [0.89091, 3.47521, 1.91674], [1.90660, 2.55418, 0.69576], [1.74574, 1.96902, 2.29483], [-1.84721, 2.93178, 1.33534], [-2.89963, 0.78642, 1.49078], [-1.37236, -1.17694, 0.77021], [0.49334, -0.89848, -2.20199], [0.65186, -2.16762, -1.36390], [1.25814, -3.30320, -2.20655], [0.11028, -1.01948, -3.21150], [-0.26484, -0.28618, -1.70574], [1.39657, -0.29855, -2.10211], [-0.26134, -2.46059, -0.86828], [1.34632, -1.97226, -0.54588], [0.47604, -3.65532, -2.89347], [1.54315, -4.13181, -1.55445], [2.04852, -2.97099, -2.87375]],
  "lowdin_charge": [-0.0436, -0.3619, -0.0695, 0.0355, -0.1996, 0.0984, 0.0727, 0.0739, 0.0753, 0.1107, 0.1402, 0.1076, -0.1282, -0.3306, -0.1278, 0.0686, 0.0422, 0.0725, 0.0752, 0.0905, 0.0673, 0.0644, 0.0662],
  "homo_lumo_gap_ev": 9.642,
  "largest_force_ev_per_a": 1.922,
  "total_charge": 0,
  "smiles": "Cc1c[nH]cn1.CCC",
  "e_lumo_ev": 0.893,
  "multiplicity": 1,
  "e_above_lowest_ev": 0.594
}

---

{
  "formula": "C5H11K4N2O11S",
  "method": "the ωB97M-V functional and the def2-TZVPD basis",
  "symbols": ["K", "K", "K", "K", "O", "C", "O", "O", "H", "C", "N", "O", "O", "H", "H", "H", "C", "N", "O", "O", "H", "H", "H", "C", "C", "O", "S", "O", "O", "O", "H", "H", "H", "H"],
  "positions_angstrom": [[21.78830, -16.28395, -23.50098], [20.31480, -18.11959, -26.32480], [22.79657, -15.04272, -27.92335], [18.91752, -15.54544, -30.15546], [18.77281, -13.71479, -26.18224], [19.65217, -14.61796, -26.56002], [20.14827, -15.25185, -25.64258], [20.02909, -14.67569, -27.74024], [18.99961, -14.05931, -25.31537], [19.04733, -12.80095, -21.00573], [18.72582, -13.94232, -21.95782], [19.55853, -14.84574, -21.78858], [17.79268, -13.91628, -22.74852], [20.09149, -12.52941, -21.16100], [18.83367, -12.95057, -19.94740], [18.51811, -11.92641, -21.38415], [20.89145, -12.99292, -30.47580], [20.73509, -11.99781, -29.33021], [21.68313, -11.89620, -28.56103], [19.68266, -11.40832, -29.26600], [21.43915, -13.89322, -30.19726], [21.33041, -12.37670, -31.26047], [19.91768, -13.31767, -30.84242], [16.94277, -11.24419, -27.33813], [15.99167, -10.89625, -26.17018], [16.80100, -10.54919, -25.14505], [18.26798, -9.94986, -25.63347], [19.25867, -10.85194, -25.09926], [18.41235, -8.47421, -25.37457], [17.97951, -10.27578, -27.19528], [16.28201, -10.94407, -28.15142], [17.49632, -12.18111, -27.27606], [15.62745, -11.84598, -25.77844], [15.21381, -10.13632, -26.24464]],
  "lowdin_charge": [0.9438, 0.9647, 0.9416, 0.9776, 0.1589, -0.8940, -0.1092, -0.1556, 0.0942, 0.0740, -0.3924, -0.0153, 0.0864, 0.1014, 0.1228, 0.0949, 0.0430, -0.4071, 0.0694, 0.1122, 0.0558, 0.1340, 0.0479, -0.1018, -0.1187, -0.0256, 0.8299, -0.1153, -0.0026, -0.1693, 0.1635, 0.1166, 0.1819, 0.1926],
  "homo_lumo_gap_ev": [8.402, 4.528],
  "largest_force_ev_per_a": 4.683,
  "total_charge": 4,
  "e_lumo_ev": [-12.324, -16.199],
  "multiplicity": 2
}

---

{
  "formula": "C3H8N3O3",
  "method": "the ωB97M-V functional and the def2-TZVPD basis",
  "symbols": ["C", "C", "C", "N", "N", "N", "O", "O", "O", "H", "H", "H", "H", "H", "H", "H", "H"],
  "positions_angstrom": [[-0.92038, 0.60745, -0.81209], [-0.97862, -0.38368, 0.99831], [-2.04912, 0.43637, 0.23120], [-0.34183, -0.56209, -0.31315], [2.58053, -0.93400, -0.33125], [1.63978, -0.05873, -0.17926], [3.89030, -0.31294, -0.30490], [-3.12675, -0.36725, -0.07844], [1.73877, 1.07299, 0.12332], [-1.05890, 0.70303, -1.82146], [-0.20413, 1.46419, -0.39975], [-0.54255, 0.15312, 1.74946], [-1.32331, -1.42865, 1.35180], [-2.51395, 1.29286, 0.74423], [2.75415, -1.83066, -0.68772], [-3.68463, 0.04269, -0.81730], [4.14064, 0.10530, 0.54700]],
  "lowdin_charge": [-0.1170, -0.0720, -0.3260, 0.1528, 0.1173, -0.1080, 0.0401, -0.0100, 0.1242, 0.1038, 0.1803, 0.1007, 0.1726, 0.1651, 0.1786, 0.1601, 0.1376],
  "homo_lumo_gap_ev": 8.536,
  "largest_force_ev_per_a": 7.387,
  "total_charge": 1,
  "e_lumo_ev": -5.900,
  "multiplicity": 1,
  "e_above_lowest_ev": 7.970
}